# C4H8N2O

A cluster of 2 separate species, C4H8N2O in total (ωB97M-V/def2-TZVPD, OMol25).

CARTESIAN COORDINATES (ANGSTROEM)
C -2.099 1.192 0.351
N -0.675 0.892 0.286
C -0.390 -0.296 -0.435
C 0.020 -1.423 0.128
N 0.592 -2.361 0.668
H -2.476 1.316 -0.669
H -2.686 0.396 0.834
H -2.247 2.133 0.888
H -0.278 0.852 1.219
H -0.583 -0.273 -1.504
H 1.611 -2.164 0.657
C 2.282 -0.065 -0.608
O 2.794 -0.802 0.215
H 1.963 0.961 -0.360
H 2.171 -0.357 -1.670

Structure (SMILES) = CNC=C=N.C=O
DFT total energy = -9302.66387 eV
Relative energy (zero: lowest compared OMol25 entry of this formula, charge and spin) = 86.0 kcal/mol
Lowest unoccupied orbital energy = 0.8913 eV
Kohn-Sham gap = 9.37 eV
Net charge = 0

***

# CH2O2S

An isolated molecule of CH2O2S (ωB97M-V/def2-TZVPD, OMol25).

CARTESIAN COORDINATES (ANGSTROEM)
C -1.164 0.011 -0.104
O 0.154 0.211 -0.060
O 2.550 0.584 -0.034
S 1.607 -0.463 -0.106
H -1.536 -0.953 -0.265
H -1.611 0.610 0.570

DFT total energy = -15995.78691 eV
Relative energy (zero: lowest compared OMol25 entry of this formula, charge and spin) = 95.7 kcal/mol
Lowest unoccupied orbital energy (spin up / spin down) = 0.0060 / -0.5939 eV
Kohn-Sham gap (spin up / spin down) = 8.45 / 7.89 eV
Net charge = 0

***

# C3H11N2OS

A structure of composition C3H11N2OS (ωB97M-V/def2-TZVPD, OMol25).

CARTESIAN COORDINATES (ANGSTROEM)
N 1.259 -0.527 1.566
C 0.171 -0.107 0.343
C -0.853 0.805 0.966
S -2.264 1.342 -0.058
C 1.052 0.824 -0.551
N 2.263 0.128 -1.035
H 1.245 -1.407 2.110
H 1.041 -0.908 0.396
H -0.410 -0.739 -0.385
H -0.430 1.749 1.345
H -1.236 0.276 1.842
H 1.464 1.744 -0.046
H 0.495 1.174 -1.409
H 2.561 -0.428 -0.241
H 2.323 -0.497 -1.850
H -2.576 -1.653 -0.505
H -2.987 -0.435 -1.194
O -3.117 -1.341 -1.294

DFT total energy = -19148.92762 eV
Relative energy (zero: lowest compared OMol25 entry of this formula, charge and spin) = 109.2 kcal/mol
Lowest unoccupied orbital energy = 3.8109 eV
Kohn-Sham gap = 6.77 eV
Net charge = -1

***

# C22H29IN4O3PS

A cluster of 4 separate species, C22H29IN4O3PS in total (ωB97M-V/def2-TZVPD, OMol25).

CARTESIAN COORDINATES (ANGSTROEM)
C 1.340 -2.858 -3.937
C -0.082 -2.431 -3.830
C -0.583 -0.866 -3.537
C -2.180 -0.976 -3.893
S -3.100 0.654 -3.949
O -3.040 1.492 -2.650
O -4.621 0.287 -4.154
C -0.460 -0.311 -1.970
C 0.544 1.023 -2.077
N 1.370 0.607 -3.303
P 2.823 1.547 -3.733
O 3.109 1.206 -5.453
I 2.477 3.985 -3.471
C 0.346 0.250 -4.359
H 1.764 -3.558 -3.084
H 2.098 -2.526 -4.767
H -0.917 -3.262 -4.011
H -2.692 -1.642 -3.046
H -2.274 -1.555 -4.911
H -2.769 1.448 -5.093
H 0.223 -1.081 -1.369
H -1.458 -0.178 -1.364
H -0.224 1.897 -2.309
H 1.263 1.227 -1.149
H 1.801 -0.295 -2.937
H 3.838 0.505 -5.518
H 0.743 -0.196 -5.379
H -0.270 1.225 -4.562
N 1.459 -3.114 0.480
C 1.635 -4.417 0.791
C 1.154 -5.004 1.951
C 0.453 -4.208 2.850
C 0.257 -2.861 2.559
C 0.773 -2.366 1.372
H 2.191 -4.996 0.060
H 1.322 -6.057 2.148
H 0.062 -4.632 3.770
H -0.284 -2.214 3.239
H 0.643 -1.323 1.098
N -2.537 -0.574 4.900
C -1.655 0.294 4.357
C -2.023 1.390 3.594
C -3.377 1.611 3.368
C -4.310 0.733 3.912
C -3.845 -0.333 4.665
H -0.609 0.078 4.559
H -1.271 2.056 3.185
H -3.704 2.459 2.773
H -5.372 0.877 3.754
H -4.533 -1.044 5.113
N 1.332 2.387 2.402
C 2.084 3.310 1.763
C 2.870 4.247 2.414
C 2.885 4.242 3.805
C 2.119 3.305 4.491
C 1.368 2.405 3.752
H 2.036 3.276 0.679
H 3.456 4.964 1.851
H 3.488 4.962 4.350
H 2.109 3.275 5.574
H 0.756 1.652 4.241

DFT total energy = -63596.53573 eV
Lowest unoccupied orbital energy = -4.1477 eV
Kohn-Sham gap = 7.26 eV
Net charge = +1

***

# C3H8N2

An isolated molecule of C3H8N2 (ωB97M-V/def2-TZVPD, OMol25).

CARTESIAN COORDINATES (ANGSTROEM)
H 2.099 0.179 -2.521
N 1.629 0.378 -1.712
C 0.885 -0.451 -1.104
N -0.032 0.155 -0.196
C -0.592 -0.524 1.043
C -1.617 0.429 1.601
H 0.701 -1.548 -1.182
H 0.227 1.184 -0.072
H 0.177 -0.904 1.880
H -0.996 -1.449 0.694
H -1.358 0.634 2.598
H -2.598 -0.021 1.506
H -1.491 1.468 1.210

Structure (SMILES) = [H]/N=C/NCC
DFT total energy = -6219.60439 eV
Relative energy (zero: lowest compared OMol25 entry of this formula, charge and spin) = 51.7 kcal/mol
Lowest unoccupied orbital energy = 1.1886 eV
Kohn-Sham gap = 10.06 eV
Net charge = 0

***

# C2H2Br2F2O2

A cluster of 2 separate species, C2H2Br2F2O2 in total (ωB97M-V/def2-TZVPD, OMol25).

CARTESIAN COORDINATES (ANGSTROEM)
C -0.578 0.573 0.936
C 1.542 0.584 -0.148
O 0.944 0.403 -1.349
O 0.715 0.971 0.829
F -1.088 1.267 1.941
F -1.343 0.759 -0.182
Br 1.619 -2.129 0.404
Br 3.298 0.994 0.075
H -0.773 -0.521 1.242
H 1.559 0.799 -2.034

DFT total energy = -151719.40890 eV
Relative energy (zero: lowest compared OMol25 entry of this formula, charge and spin) = 39.0 kcal/mol
Lowest unoccupied orbital energy = -1.5008 eV
Kohn-Sham gap = 7.51 eV
Net charge = 0

***

# C36H54BN2NiP3S2

A structure of composition C36H54BN2NiP3S2 (ωB97M-V/def2-TZVPD, OMol25).

CARTESIAN COORDINATES (ANGSTROEM)
Ni -0.030 -0.626 -0.231
C 4.629 -0.659 1.314
C 3.367 -0.054 0.679
C 2.628 0.745 1.764
C 3.835 0.864 -0.454
P 2.096 -1.295 0.081
C 2.116 -2.593 1.433
N 0.732 -2.652 1.831
B -0.264 -1.912 1.114
N -1.509 -2.276 1.718
C -2.766 -1.907 1.122
P -2.278 -0.930 -0.404
C -3.401 0.558 -0.258
C -2.896 1.295 0.993
C -4.881 0.213 -0.060
C -3.302 1.491 -1.467
C -2.801 -2.075 -1.802
C -4.245 -2.586 -1.746
C -1.874 -3.289 -1.708
C -2.562 -1.396 -3.154
C -1.281 -3.237 2.694
C -2.156 -3.920 3.518
C -1.625 -4.844 4.416
C -0.256 -5.067 4.493
C 0.634 -4.378 3.671
C 0.114 -3.468 2.770
C 2.729 -2.207 -1.432
C 4.213 -2.575 -1.392
C 2.443 -1.351 -2.672
C 1.926 -3.512 -1.529
H 5.245 0.170 1.672
H 5.229 -1.218 0.602
H 4.429 -1.296 2.176
H 3.265 1.571 2.094
H 2.405 0.127 2.638
H 1.690 1.158 1.385
H 4.401 1.691 -0.019
H 3.012 1.281 -1.032
H 4.509 0.332 -1.128
H 2.773 -2.317 2.256
H 2.466 -3.552 1.043
H -3.393 -1.309 1.785
H -3.338 -2.798 0.850
H -3.209 0.811 1.919
H -3.310 2.307 0.992
H -1.810 1.393 0.997
H -5.052 -0.559 0.694
H -5.353 -0.096 -0.989
H -5.397 1.118 0.275
H -2.295 1.855 -1.631
H -3.951 2.351 -1.281
H -3.643 1.022 -2.387
H -4.516 -3.021 -0.784
H -4.349 -3.376 -2.494
H -4.972 -1.817 -1.989
H -1.972 -3.823 -0.759
H -0.837 -2.988 -1.832
H -2.121 -3.986 -2.513
H -3.298 -0.622 -3.359
H -2.646 -2.147 -3.944
H -1.567 -0.947 -3.218
H -3.224 -3.743 3.468
H -2.292 -5.394 5.068
H 0.128 -5.789 5.202
H 1.701 -4.557 3.732
H 4.855 -1.705 -1.531
H 4.422 -3.267 -2.213
H 4.495 -3.074 -0.463
H 3.025 -0.431 -2.686
H 1.391 -1.068 -2.740
H 2.699 -1.930 -3.564
H 2.331 -4.289 -0.880
H 1.964 -3.885 -2.555
H 0.884 -3.360 -1.256
S -0.798 3.884 -3.291
P 0.018 3.386 -1.587
S 0.392 1.395 -1.348
C -0.987 3.993 -0.172
C -2.180 4.661 -0.422
C -2.946 5.157 0.626
C -2.521 4.998 1.936
C -1.330 4.331 2.196
C -0.573 3.831 1.149
C 1.613 4.251 -1.335
C 1.978 5.261 -2.219
C 3.156 5.970 -2.030
C 3.979 5.683 -0.952
C 3.625 4.671 -0.069
C 2.457 3.955 -0.269
H -2.491 4.800 -1.450
H -3.872 5.676 0.414
H -3.112 5.392 2.753
H -0.991 4.198 3.216
H 0.338 3.292 1.374
H 1.326 5.483 -3.054
H 3.428 6.751 -2.729
H 4.895 6.239 -0.801
H 4.268 4.431 0.769
H 2.216 3.136 0.395

DFT total energy = -132450.43206 eV
Relative energy (zero: lowest compared OMol25 entry of this formula, charge and spin) = 10.2 kcal/mol
Lowest unoccupied orbital energy = 0.3832 eV
Kohn-Sham gap = 7.77 eV
Net charge = 0

***

# C8H8N4O4

A cluster of 2 separate species, C8H8N4O4 in total (ωB97M-V/def2-TZVPD, OMol25).

CARTESIAN COORDINATES (ANGSTROEM)
O -0.285 -2.240 -0.324
C 0.711 -1.546 -0.407
C 1.032 -0.756 -1.612
C 2.004 0.146 -1.593
N 2.766 0.395 -0.478
C 2.432 -0.190 0.761
O 2.938 0.162 1.797
N 1.541 -1.228 0.715
H 0.504 -0.975 -2.581
H 2.207 0.934 -2.322
H 3.352 1.202 -0.428
H 1.221 -1.545 1.588
O -0.828 2.342 -1.274
C -1.280 1.499 -0.536
C -1.238 1.700 0.943
C -1.596 0.687 1.801
N -2.160 -0.470 1.281
C -2.221 -0.787 -0.091
O -2.566 -1.881 -0.504
N -1.823 0.298 -0.899
H -0.812 2.595 1.302
H -1.672 0.759 2.898
H -2.584 -1.204 1.886
H -1.641 0.102 -1.923

Structure (SMILES) = O=c1cc[nH]c(=O)[nH]1.O=c1cc[nH]c(=O)[nH]1
DFT total energy = -22577.38995 eV
Relative energy (zero: lowest compared OMol25 entry of this formula, charge and spin) = 35.5 kcal/mol
Lowest unoccupied orbital energy = 0.5247 eV
Kohn-Sham gap = 9.75 eV
Net charge = 0